ORCA calculation (ωB97M-V with the def2-TZVPD basis set) on a molecular structure, C22H20N3O6RbS4Te at a distorted geometry.

Structure (XYZ):
```
57
Properties=species:S:1:pos:R:3:lowdin_charge:R:1
Rb -0.97 0.18 1.59 0.9736
C 3.17 5.94 3.67 -0.4912
S 4.00 4.81 2.55 0.7192
C 2.69 3.58 2.20 -1.1538
S 1.04 4.09 2.04 0.3582
N 3.24 2.43 2.03 -0.1306
N 2.54 1.28 1.96 -0.0098
C 2.88 0.39 1.12 -0.1822
C 2.36 -1.01 1.29 -0.2897
C 2.64 -1.98 0.34 -0.0457
C 2.25 -3.29 0.56 -0.0777
C 1.59 -3.60 1.73 -0.0836
C 1.33 -2.57 2.63 -0.1433
N 1.71 -1.31 2.43 0.0977
H 3.56 6.94 3.51 0.0118
H 3.32 5.65 4.71 0.0177
H 2.10 5.93 3.43 -0.0430
H 3.59 0.59 0.33 0.1062
H 3.15 -1.69 -0.58 0.1038
H 2.45 -4.05 -0.18 0.1020
H 1.24 -4.60 1.94 0.1008
H 0.77 -2.77 3.54 0.1146
O -2.12 -1.21 3.39 -0.4938
S -3.48 -0.84 3.00 0.3763
O -3.53 0.35 2.16 -0.4560
O -4.42 -0.83 4.10 -0.3484
C -4.06 -2.21 1.95 -0.1822
C -5.15 -2.90 2.49 -0.0779
C -5.71 -4.00 1.85 -0.1044
C -5.20 -4.43 0.65 -0.1056
C -4.12 -3.77 0.08 -0.0779
C -3.52 -2.66 0.70 -0.1772
S -2.06 -2.05 -0.20 0.3844
O -2.06 -2.83 -1.41 -0.3481
O -0.94 -2.34 0.69 -0.4327
O -2.23 -0.62 -0.43 -0.5001
H -5.54 -2.54 3.43 0.0944
H -6.55 -4.51 2.31 0.0906
H -5.62 -5.29 0.14 0.0903
H -3.71 -4.09 -0.86 0.0936
C 0.21 3.30 -2.64 -0.4442
Te 0.88 2.30 -0.88 1.2784
C 0.72 0.62 -2.24 -0.3941
C 1.13 1.20 -3.58 -0.2869
C 1.77 0.47 -4.58 -0.0466
C 2.15 1.09 -5.77 -0.1111
C 1.88 2.43 -5.98 -0.1142
C 1.24 3.16 -4.98 -0.0574
C 0.87 2.56 -3.79 -0.3000
H 0.49 4.36 -2.61 0.0483
H -0.87 3.22 -2.68 0.0566
H -0.32 0.29 -2.23 0.0570
H 1.34 -0.22 -1.93 0.0469
H 1.98 -0.58 -4.42 0.1088
H 2.67 0.51 -6.53 0.0880
H 2.19 2.92 -6.89 0.0870
H 1.04 4.22 -5.13 0.1032
```

Summary:
total charge	-2
LUMO level	0.1446	hartree
calculated total energy	-91185.54062	eV
energy relative to the best compared isomer or geometry (same formula, charge and spin)	1.231	eV
frontier orbital gap	6.21	eV
F_max	2.87	eV Å⁻¹



ORCA calculation (ωB97M-V with the def2-TZVPD basis set) on a molecular structure, C22H20N4O2PdS.

Structure (XYZ):
```
50
Properties=species:S:1:pos:R:3:lowdin_charge:R:1
Pd -0.36 0.38 0.03 0.9764
C 2.42 3.63 -0.05 -0.1400
C 1.55 4.76 -0.10 -0.1564
C 0.21 4.59 -0.07 -0.0830
C -0.36 3.27 0.03 -0.2672
N 0.53 2.17 0.16 -0.0858
C 1.85 2.38 0.06 -0.1669
C -1.69 2.96 -0.01 -0.2692
C -2.78 3.90 0.08 -0.0839
C -4.07 3.49 0.10 -0.1614
C -4.35 2.07 0.06 -0.1558
C -3.30 1.21 -0.04 -0.2163
N -2.01 1.57 -0.14 -0.0833
H 3.49 3.74 -0.08 0.0652
H 1.97 5.76 -0.17 0.0746
H -0.46 5.43 -0.13 0.0769
H 2.47 1.49 0.11 0.0663
H -2.54 4.95 0.14 0.0811
H -4.88 4.21 0.15 0.0698
H -5.37 1.70 0.07 0.0570
H -3.51 0.15 -0.11 0.0767
O 3.24 -0.25 0.30 -0.0607
C 2.46 -1.18 0.05 -0.5992
O 1.20 -1.05 -0.10 -0.1910
C 3.08 -2.58 -0.07 -0.1425
C 4.45 -2.57 0.18 -0.0772
C 5.25 -3.70 0.18 -0.1486
C 4.64 -4.93 -0.09 -0.1555
C 3.29 -4.98 -0.37 -0.1981
C 2.45 -3.83 -0.40 -0.7365
S 0.82 -4.12 -0.87 0.3376
H 4.89 -1.60 0.40 0.0953
H 6.31 -3.64 0.39 0.0703
H 5.23 -5.84 -0.09 0.0767
H 2.82 -5.93 -0.59 0.0576
C -3.88 -3.20 -1.96 -0.0270
C -3.10 -2.57 -0.86 -0.3104
C -3.33 -2.54 0.50 0.0036
C -2.29 -1.77 1.05 -0.3531
N -1.50 -1.35 0.08 -0.0639
N -2.01 -1.81 -1.07 0.0687
C -1.98 -1.42 2.46 -0.0288
H -4.69 -3.79 -1.54 0.0715
H -3.25 -3.87 -2.56 0.0805
H -4.30 -2.44 -2.62 0.0769
H -4.14 -3.02 1.03 0.1009
H -1.45 -1.73 -1.90 0.1554
H -2.71 -1.86 3.14 0.0683
H -1.97 -0.33 2.58 0.0685
H -0.98 -1.79 2.70 0.0863
```

Summary:
total charge	-2
LUMO level	0.1666	hartree
calculated total energy	-47509.24297	eV
energy relative to the best compared isomer or geometry (same formula, charge and spin)	0.947	eV
frontier orbital gap	3.81	eV
F_max	0.68	eV Å⁻¹



ORCA calculation (ωB97M-V with the def2-TZVPD basis set) on C22H20N4O3 in the gas phase at a distorted geometry.

Structure (XYZ):
```
49
Properties=species:S:1:pos:R:3:lowdin_charge:R:1
O -0.56 -2.35 -0.12 0.0819
N 2.57 -0.14 5.63 0.1368
N 1.85 -0.39 -2.39 0.1183
O 3.26 -0.44 -2.53 -0.0531
O -2.06 -2.43 -1.87 0.0907
C -1.13 -1.89 -1.10 -0.5443
C 3.47 0.75 5.30 -0.3003
C 1.62 -0.06 -1.11 -0.1805
C 3.80 -0.01 -1.27 -0.0073
C 2.86 0.15 -0.34 -0.0918
C -3.79 3.48 -2.05 -0.1661
C -3.21 3.24 -3.24 -0.0961
C -3.83 2.56 -1.11 -0.1008
C 4.04 1.48 1.58 -0.0035
C 4.31 1.58 2.92 -0.0107
C 2.30 -0.09 2.02 0.0044
C -2.44 2.06 -3.36 -0.0176
C -3.27 1.27 -1.25 -0.0028
C 3.04 0.52 1.13 -0.1513
C 3.56 0.87 3.86 -0.1387
C 2.54 0.08 3.37 -0.1690
C -2.46 0.97 -2.38 -0.1445
N 1.94 -0.46 4.48 -0.1453
N -0.93 -0.58 -1.40 0.0093
C 4.42 1.55 6.13 -0.0424
C 0.59 -1.08 4.51 -0.0178
C 0.17 0.21 -0.70 -0.0056
C -2.45 -1.43 -2.83 -0.0586
C -1.54 -0.23 -2.59 -0.2645
H 4.81 0.23 -1.05 0.1234
H -4.20 4.49 -1.81 0.1275
H -3.02 4.02 -4.13 0.1518
H -4.16 2.87 -0.15 0.1010
H 4.48 2.02 0.86 0.0645
H 5.15 2.15 3.42 0.1302
H 1.52 -0.86 1.80 0.1344
H -1.99 1.87 -4.31 0.0880
H -3.33 0.42 -0.62 0.1025
H 3.83 2.49 6.30 0.0932
H 4.44 0.95 7.12 0.1022
H 5.47 1.69 5.78 0.0808
H -0.22 -0.28 4.69 0.1045
H 0.42 -1.76 5.36 0.0760
H 0.33 -1.69 3.59 0.0953
H 0.02 1.29 -0.68 0.1333
H 0.22 -0.07 0.40 0.1142
H -3.53 -1.17 -2.71 0.1486
H -2.21 -1.78 -3.85 0.1382
H -0.79 -0.14 -3.41 0.1616
```

Summary:
total charge	0
LUMO level	0.0227	hartree
calculated total energy	-35237.25103	eV
energy relative to the best compared isomer or geometry (same formula, charge and spin)	5.588	eV
frontier orbital gap	8.97	eV
F_max	5.05	eV Å⁻¹



ORCA calculation (ωB97M-V with the def2-TZVPD basis set) on a molecular structure, C22H20N6O3RuS.

Structure (XYZ):
```
53
Properties=species:S:1:pos:R:3:mulliken_spin:R:1
Ru -1.70 0.53 -0.95 2.7955
C -2.38 -3.73 -0.98 0.0103
C -2.19 -2.29 -1.28 0.0838
N -1.81 -1.41 -0.41 -0.0711
N -1.52 -1.74 0.89 0.1028
C -1.31 -0.64 1.56 -0.0249
O -1.43 0.55 0.93 0.2080
C -0.99 -0.61 2.97 0.0124
C -0.82 0.62 3.62 0.0026
C -0.52 0.64 4.97 0.0032
C -0.39 -0.55 5.67 -0.0091
C -0.55 -1.77 5.02 0.0065
C -0.85 -1.81 3.68 -0.0134
C -2.43 -1.72 -2.62 0.0455
C -2.82 -2.46 -3.71 0.0112
C -3.00 -1.82 -4.93 0.0204
C -2.77 -0.46 -5.03 0.0066
C -2.38 0.24 -3.90 0.0237
N -2.22 -0.37 -2.72 -0.0030
H -2.10 -3.95 0.04 0.0015
H -1.78 -4.33 -1.67 0.0056
H -3.43 -4.00 -1.13 0.0062
H -0.94 1.55 3.07 0.0060
H -0.40 1.59 5.48 0.0002
H -0.16 -0.53 6.72 -0.0003
H -0.45 -2.69 5.58 0.0001
H -0.99 -2.75 3.17 -0.0030
H -2.99 -3.52 -3.61 0.0016
H -3.31 -2.39 -5.80 0.0004
H -2.88 0.06 -5.97 0.0015
H -2.17 1.30 -3.93 0.0017
O 5.77 1.69 0.91 0.0000
C 4.74 2.31 1.64 -0.0001
N 4.02 3.33 0.93 0.0004
C 2.97 3.20 0.08 0.0019
O 2.38 4.16 -0.37 0.0006
C 2.47 1.83 -0.34 -0.0108
C 3.23 0.69 -0.57 0.0003
C 2.60 -0.46 -1.05 0.0116
C 1.24 -0.43 -1.29 0.0018
N 0.51 0.69 -1.10 0.1593
C 1.12 1.79 -0.64 0.0227
H 6.52 2.28 0.82 0.0000
H 5.14 2.77 2.55 0.0001
H 4.06 1.51 1.94 0.0003
H 4.28 4.30 1.08 0.0001
H 4.29 0.68 -0.38 0.0001
H 3.16 -1.36 -1.26 0.0015
H 0.72 -1.30 -1.68 0.0011
H 0.53 2.69 -0.53 0.0046
S -3.13 2.40 -0.84 0.4078
C -1.89 2.79 -1.91 -0.0992
N -1.03 2.90 -2.68 0.2637
```

Summary:
total charge	+2
LUMO level (spin up / spin down)	-0.2786 / -0.3433	hartree
calculated total energy	-51621.99117	eV
<S²>	6.035
multiplicity	5
energy relative to the best compared isomer or geometry (same formula, charge and spin)	0.474	eV
frontier orbital gap (spin up / spin down)	6.98 / 5.14	eV
F_max	0.57	eV Å⁻¹



> Which of these has the lowest energy relative to the best compared isomer or geometry (same formula, charge and spin)?

C22H20N6O3RuS



> What is the calculated total energy in the third record?

-35237.25103 eV



Repeat the third record exactly.
ORCA calculation (ωB97M-V with the def2-TZVPD basis set) on C22H20N4O3 in the gas phase at a distorted geometry.

Structure (XYZ):
```
49
Properties=species:S:1:pos:R:3:lowdin_charge:R:1
O -0.56 -2.35 -0.12 0.0819
N 2.57 -0.14 5.63 0.1368
N 1.85 -0.39 -2.39 0.1183
O 3.26 -0.44 -2.53 -0.0531
O -2.06 -2.43 -1.87 0.0907
C -1.13 -1.89 -1.10 -0.5443
C 3.47 0.75 5.30 -0.3003
C 1.62 -0.06 -1.11 -0.1805
C 3.80 -0.01 -1.27 -0.0073
C 2.86 0.15 -0.34 -0.0918
C -3.79 3.48 -2.05 -0.1661
C -3.21 3.24 -3.24 -0.0961
C -3.83 2.56 -1.11 -0.1008
C 4.04 1.48 1.58 -0.0035
C 4.31 1.58 2.92 -0.0107
C 2.30 -0.09 2.02 0.0044
C -2.44 2.06 -3.36 -0.0176
C -3.27 1.27 -1.25 -0.0028
C 3.04 0.52 1.13 -0.1513
C 3.56 0.87 3.86 -0.1387
C 2.54 0.08 3.37 -0.1690
C -2.46 0.97 -2.38 -0.1445
N 1.94 -0.46 4.48 -0.1453
N -0.93 -0.58 -1.40 0.0093
C 4.42 1.55 6.13 -0.0424
C 0.59 -1.08 4.51 -0.0178
C 0.17 0.21 -0.70 -0.0056
C -2.45 -1.43 -2.83 -0.0586
C -1.54 -0.23 -2.59 -0.2645
H 4.81 0.23 -1.05 0.1234
H -4.20 4.49 -1.81 0.1275
H -3.02 4.02 -4.13 0.1518
H -4.16 2.87 -0.15 0.1010
H 4.48 2.02 0.86 0.0645
H 5.15 2.15 3.42 0.1302
H 1.52 -0.86 1.80 0.1344
H -1.99 1.87 -4.31 0.0880
H -3.33 0.42 -0.62 0.1025
H 3.83 2.49 6.30 0.0932
H 4.44 0.95 7.12 0.1022
H 5.47 1.69 5.78 0.0808
H -0.22 -0.28 4.69 0.1045
H 0.42 -1.76 5.36 0.0760
H 0.33 -1.69 3.59 0.0953
H 0.02 1.29 -0.68 0.1333
H 0.22 -0.07 0.40 0.1142
H -3.53 -1.17 -2.71 0.1486
H -2.21 -1.78 -3.85 0.1382
H -0.79 -0.14 -3.41 0.1616
```

Summary:
total charge	0
LUMO level	0.0227	hartree
calculated total energy	-35237.25103	eV
energy relative to the best compared isomer or geometry (same formula, charge and spin)	5.588	eV
frontier orbital gap	8.97	eV
F_max	5.05	eV Å⁻¹